## 1
A 3-piece molecular cluster, C5H14O3 overall. Source: the Open Molecules 2025 dataset; level of theory: ωB97M-V with the def2-TZVPD basis set.

Structure (ORCA input):
```
! wB97M-V def2-TZVPD RIJCOSX def2/J DEFGRID3
* xyz 0 1
O -1.02 1.08 2.04
C -0.25 1.13 1.11
C 0.23 -0.10 0.42
C 1.75 -0.16 0.35
C 2.29 -0.88 1.61
C 2.35 -0.80 -0.91
H -0.03 2.12 0.67
H -0.24 -0.99 0.83
H -0.17 -0.07 -0.60
H 2.20 0.84 0.38
H 1.70 -0.54 2.48
H 3.33 -0.72 1.84
H 1.97 -1.92 1.48
H 1.53 -1.15 -1.56
H 2.87 -0.10 -1.56
H 3.00 -1.66 -0.71
H -4.04 -0.18 -0.47
H -3.80 0.89 0.60
O -3.45 0.55 -0.24
H -0.93 -0.02 -4.12
H -1.48 -1.31 -3.45
O -1.03 -0.48 -3.28
*
```

Results
Orbital gap: 0.3683 Eh
HOMO: -9.416 eV
Structure (SMILES): CC(C)CC=O.O.O
LUMO energy: 0.605 eV

## 2
A 4-piece molecular cluster, C5H14O3 overall. Source: the Open Molecules 2025 dataset; level of theory: ωB97M-V with the def2-TZVPD basis set.

Structure (ORCA input):
```
! wB97M-V def2-TZVPD RIJCOSX def2/J DEFGRID3
* xyz 0 1
C 0.49 -1.63 0.16
C 0.33 -0.25 0.45
C 1.21 0.63 0.00
C 0.86 2.06 0.04
C -0.02 2.70 -0.77
H 0.93 -2.17 1.09
H 1.18 -1.78 -0.63
H -0.30 -2.24 -0.26
H -0.51 0.04 1.06
H 2.24 0.37 -0.44
H 1.40 2.74 0.85
H -0.46 3.54 -0.22
H -0.63 2.23 -1.51
H 0.29 -2.48 3.50
H 1.15 -1.22 3.09
O 0.90 -1.83 3.74
H -2.25 -0.27 -0.42
H -3.18 -0.21 0.78
O -3.18 -0.48 -0.06
H -0.15 0.17 -4.22
H -0.20 -0.37 -2.91
O -0.11 0.45 -3.32
*
```

Results
Orbital gap: 0.3692 Eh
HOMO: -9.539 eV
Structure (SMILES): C=C/C=C/C.O.O.O
LUMO energy: 0.507 eV

Quick ranking, most stable first: 1, 2.

## 1
The molecule C17H18N4O. Source: the Open Molecules 2025 dataset; level of theory: ωB97M-V with the def2-TZVPD basis set.

Structure (ORCA input):
```
! wB97M-V def2-TZVPD RIJCOSX def2/J DEFGRID3
* xyz 0 1
C -2.69 -2.88 0.81
C -2.58 -1.46 0.36
N -1.49 -1.10 -0.26
C -1.38 0.17 -0.67
C -0.38 0.86 -1.34
C -0.88 2.17 -1.45
N -2.08 2.30 -0.91
N -2.39 1.10 -0.44
C -3.53 0.75 0.20
C -3.64 -0.55 0.61
H -4.53 -0.89 1.12
C -4.56 1.81 0.39
H -4.85 2.21 -0.58
H -4.12 2.64 0.96
H -5.43 1.43 0.91
H -0.39 3.01 -1.90
C 0.94 0.37 -1.78
O 1.80 1.10 -2.24
N 1.08 -0.97 -1.64
H 0.34 -1.46 -1.15
C 2.38 -1.59 -1.68
H 2.31 -2.55 -2.21
H 3.03 -0.91 -2.23
C 2.93 -1.81 -0.26
C 2.95 -0.50 0.47
C 1.84 -0.08 1.20
C 1.81 1.17 1.78
C 2.89 2.03 1.64
C 4.00 1.62 0.92
C 4.02 0.37 0.33
H 4.88 0.06 -0.24
H 4.84 2.28 0.80
H 2.87 3.01 2.09
H 0.94 1.49 2.34
H 0.99 -0.74 1.31
H 2.28 -2.52 0.27
H 3.93 -2.23 -0.33
H -1.80 -3.43 0.52
H -3.56 -3.35 0.36
H -2.81 -2.92 1.89
*
```

Results
Orbital gap: 0.3273 Eh
HOMO: -8.583 eV
Structure (SMILES): Cc1cc(C)n2ncc(C(=O)NCCc3ccccc3)c2n1
LUMO energy: 0.325 eV

## 2
The molecule C17H18N4O. Source: the Open Molecules 2025 dataset; level of theory: ωB97M-V with the def2-TZVPD basis set.

Structure (ORCA input):
```
! wB97M-V def2-TZVPD RIJCOSX def2/J DEFGRID3
* xyz 0 1
C 0.22 -0.55 -1.78
C -0.96 0.02 -2.70
C -1.01 -0.40 -4.09
C -2.05 0.07 -4.75
C -3.01 1.13 -4.15
C -2.88 1.31 -2.81
C -1.91 0.75 -1.91
N -1.70 1.45 -0.77
C -1.72 0.62 0.37
O -1.82 -0.64 0.34
N -1.73 1.16 1.44
H -1.58 2.30 1.52
C -2.00 0.78 2.90
H -2.10 -0.51 2.56
H -2.66 1.16 3.42
C -0.60 0.63 3.66
C 0.46 0.23 2.93
N 1.78 0.59 3.12
C 2.66 -0.08 2.09
C 4.02 -0.21 2.07
C 4.62 -0.92 1.22
C 3.85 -2.12 0.55
C 2.46 -2.07 0.61
C 1.85 -1.25 1.59
N 0.76 -0.67 1.82
H -0.32 -1.21 1.48
H 1.66 -2.62 0.26
H 4.34 -2.64 -0.31
H 5.61 -1.10 1.12
H 4.54 0.58 2.61
H -0.29 1.81 3.71
H -0.62 0.34 4.55
H -2.11 2.26 -0.68
H -3.63 2.09 -2.41
H -3.75 1.31 -4.78
H -1.97 -0.41 -5.91
H -0.19 -0.94 -4.36
H 1.00 -1.12 -2.35
H 0.71 0.29 -1.15
H 0.07 -1.42 -1.07
*
```

Results
Orbital gap: 0.2932 Eh
HOMO: -7.715 eV
Structure (SMILES): Cc1ccccc1NC(=O)NCCc1nc2ccccc2[nH]1
LUMO energy: 0.264 eV

Quick ranking, most stable first: 1, 2.

## 1
A 2-piece molecular cluster, C2H8OS2 overall. Source: the Open Molecules 2025 dataset; level of theory: ωB97M-V with the def2-TZVPD basis set.

Structure (ORCA input):
```
! wB97M-V def2-TZVPD RIJCOSX def2/J DEFGRID3
* xyz 0 1
C -0.62 -3.45 1.58
O 0.39 -2.75 0.88
H -0.66 -4.37 1.00
H -1.60 -2.95 1.66
H -0.44 -3.61 2.63
H 0.68 -1.95 1.34
C -1.58 1.58 -1.20
S -0.43 0.96 0.05
S 1.45 1.43 -0.66
H -1.13 2.10 -2.04
H -2.08 0.70 -1.59
H -2.30 2.19 -0.68
H 1.40 2.69 -0.23
*
```

Results
Orbital gap: 0.3522 Eh
HOMO: -9.017 eV
Structure (SMILES): CSS.CO
LUMO energy: 0.566 eV

## 2
A 2-piece molecular cluster, C2H8OS2 overall. Source: the Open Molecules 2025 dataset; level of theory: ωB97M-V with the def2-TZVPD basis set.

Structure (ORCA input):
```
! wB97M-V def2-TZVPD RIJCOSX def2/J DEFGRID3
* xyz 0 1
C -0.71 -1.54 0.28
C 0.18 -1.15 -0.86
S 0.51 0.60 -0.92
S 2.55 1.00 -0.47
H -1.59 -0.83 0.35
H -0.34 -1.24 1.18
H -0.97 -2.58 0.31
H -0.46 -1.25 -1.83
H 1.07 -1.74 -0.91
H 3.08 0.65 -1.65
H -1.74 2.27 1.25
H -0.34 2.76 1.73
O -1.23 3.05 1.53
*
```

Results
Orbital gap: 0.3471 Eh
HOMO: -9.161 eV
Structure (SMILES): CCSS.O
LUMO energy: 0.285 eV

Quick ranking, most stable first: 2, 1.

## 1
A 6-piece molecular cluster, C6H27N2O5 overall. Source: the Open Molecules 2025 dataset; level of theory: ωB97M-V with the def2-TZVPD basis set.

Structure (ORCA input):
```
! wB97M-V def2-TZVPD RIJCOSX def2/J DEFGRID3
* xyz 1 1
C 1.93 0.80 -1.91
C 1.33 0.04 -0.75
C 1.75 0.48 0.63
C 1.13 1.80 1.05
C -0.24 1.70 1.73
C -1.31 1.95 0.66
N -2.65 1.53 1.25
N 1.65 -1.44 -0.88
H 1.58 1.87 -1.73
H 3.01 0.85 -1.91
H 1.51 0.67 -2.93
H 0.22 0.05 -0.81
H 1.23 -0.16 1.38
H 2.83 0.45 0.79
H 1.06 2.64 0.36
H 1.85 2.35 1.75
H -0.34 0.75 2.25
H -0.30 2.42 2.59
H -1.29 3.02 0.44
H -1.09 1.32 -0.20
H -2.99 0.78 0.61
H -3.31 2.32 1.21
H -4.02 -1.26 0.61
H 1.90 -1.51 -1.86
H 2.55 -1.65 -0.44
H -2.98 0.02 -2.63
H -3.61 1.35 -3.01
O -2.98 0.97 -2.39
H -0.35 -2.33 1.28
H 0.51 -3.36 2.06
O 0.05 -2.53 2.15
H 5.28 -1.44 0.19
H 4.35 -2.67 0.36
O 4.41 -1.72 0.49
H -0.41 -2.84 -1.33
H -1.83 -3.49 -1.63
O -1.36 -2.81 -1.14
H -2.52 1.33 2.24
H -3.04 -1.51 -0.46
O -3.56 -0.77 -0.10
*
```

Results
Orbital gap: 0.3428 Eh
HOMO: -12.069 eV
LUMO energy: -2.741 eV

## 2
A 6-piece molecular cluster, C6H27N2O5 overall. Source: the Open Molecules 2025 dataset; level of theory: ωB97M-V with the def2-TZVPD basis set.

Structure (ORCA input):
```
! wB97M-V def2-TZVPD RIJCOSX def2/J DEFGRID3
* xyz 1 1
N 1.73 1.52 -0.94
C 0.68 2.30 -0.41
C 1.28 3.57 0.21
C -0.30 1.79 0.65
N -0.64 0.36 0.13
C -1.43 -0.42 1.09
C -0.50 -1.39 1.94
C 0.46 -0.79 2.92
H 2.53 1.18 -0.36
H 1.46 0.80 -1.58
H -1.17 0.63 -0.75
H 0.07 2.72 -1.33
H 0.67 4.11 0.94
H 2.27 3.48 0.70
H 1.55 4.30 -0.61
H -1.24 2.37 0.65
H 0.21 1.72 1.66
H 0.21 0.03 -0.26
H -2.16 0.20 1.66
H -2.00 -1.13 0.45
H 0.04 -2.08 1.25
H -1.21 -1.97 2.51
H 0.78 -1.53 3.65
H 1.44 -0.49 2.65
H 0.08 -0.02 3.58
H 1.89 -1.30 -1.84
H 0.70 -2.00 -2.48
O 1.04 -1.11 -2.29
H 3.74 -0.75 0.40
H 2.82 -1.98 0.87
O 2.94 -1.25 0.26
H -1.09 -3.24 -0.58
H -1.47 -3.79 -2.00
O -0.87 -3.21 -1.52
H -3.32 -0.41 -1.03
H -4.23 -1.35 -1.67
O -4.05 -0.99 -0.80
H -0.30 -0.34 -2.33
H -1.35 0.48 -3.10
O -1.27 -0.02 -2.28
*
```

Results
Orbital gap: 0.3747 Eh
HOMO: -12.801 eV
LUMO energy: -2.604 eV

Quick ranking, most stable first: 1, 2.

## 1
The molecule C2H2ClN. Source: the Open Molecules 2025 dataset; level of theory: ωB97M-V with the def2-TZVPD basis set.

Structure (ORCA input):
```
! wB97M-V def2-TZVPD RIJCOSX def2/J DEFGRID3
* xyz 0 1
C -0.08 -0.44 -0.20
C -0.08 1.04 0.28
N 1.03 0.60 -0.05
Cl 0.13 -2.23 0.41
H -0.42 -0.76 -1.29
H -0.58 1.78 0.85
*
```

Results
Orbital gap: 0.3946 Eh
HOMO: -10.067 eV
Structure (SMILES): Cl[C@H]1C=N1
LUMO energy: 0.670 eV

## 2
C2H2ClN as an isolated structure. Source: the Open Molecules 2025 dataset; level of theory: ωB97M-V with the def2-TZVPD basis set.

Structure (ORCA input):
```
! wB97M-V def2-TZVPD RIJCOSX def2/J DEFGRID3
* xyz 0 1
C 1.55 1.03 0.01
C 0.71 -0.08 0.11
N 2.32 1.82 -0.15
Cl 1.43 -1.67 0.07
H 0.04 -0.03 0.87
H 0.14 0.08 -1.20
*
```

Results
Orbital gap: 0.4200 Eh
HOMO: -11.121 eV
LUMO energy: 0.307 eV

## 3
A 2-piece molecular cluster, C2H2ClN overall. Source: the Open Molecules 2025 dataset; level of theory: ωB97M-V with the def2-TZVPD basis set.

Structure (ORCA input):
```
! wB97M-V def2-TZVPD RIJCOSX def2/J DEFGRID3
* xyz 0 1
C -1.39 -1.43 0.08
C -1.10 -0.10 0.32
N -1.51 -2.57 -0.20
Cl -2.19 1.20 -0.03
H -0.67 -0.12 1.32
H 0.72 -0.47 -1.26
*
```

Results
Orbital gap (alpha / beta): 0.3337 / 0.3393 Eh
HOMO (alpha / beta): -11.013 / -9.920 eV
LUMO energy (alpha / beta): -1.932 / -0.687 eV

## 4
C2H2ClN as an isolated structure. Source: the Open Molecules 2025 dataset; level of theory: ωB97M-V with the def2-TZVPD basis set.

Structure (ORCA input):
```
! wB97M-V def2-TZVPD RIJCOSX def2/J DEFGRID3
* xyz 0 1
C -0.04 -0.24 2.94
C -0.04 -0.10 -1.11
N -0.79 0.27 -0.22
Cl 0.41 0.51 1.59
H 0.98 0.01 -1.21
H -0.52 -0.46 -1.98
*
```

Results
Orbital gap (alpha / beta): 0.3074 / 0.2642 Eh
HOMO (alpha / beta): -8.834 / -8.080 eV
LUMO energy (alpha / beta): -0.470 / -0.890 eV

Quick ranking, most stable first: 2, 1, 3, 4.

## 1
A 2-piece molecular cluster, CH4O2 overall. Source: the Open Molecules 2025 dataset; level of theory: ωB97M-V with the def2-TZVPD basis set.

Structure (ORCA input):
```
! wB97M-V def2-TZVPD RIJCOSX def2/J DEFGRID3
* xyz 0 1
C 1.86 -0.48 0.33
O -2.80 0.40 -0.37
O 0.85 -0.57 0.99
H 2.71 0.04 0.63
H 1.88 -0.78 -0.73
H -2.03 0.11 -0.84
H -2.47 1.27 -0.02
*
```

Results
Orbital gap: 0.4074 Eh
HOMO: -10.521 eV
Structure (SMILES): C=O.O
LUMO energy: 0.564 eV

## 2
A 2-piece molecular cluster, CH4O2 overall. Source: the Open Molecules 2025 dataset; level of theory: ωB97M-V with the def2-TZVPD basis set.

Structure (ORCA input):
```
! wB97M-V def2-TZVPD RIJCOSX def2/J DEFGRID3
* xyz 0 1
O 0.39 1.00 3.06
C -0.39 0.81 2.18
H -0.73 -0.30 1.89
H -1.01 1.24 1.43
H 0.10 -0.78 -2.34
H 0.68 -0.95 -3.57
O 0.96 -1.03 -2.65
*
```

Results
Orbital gap: 0.3860 Eh
HOMO: -10.043 eV
Structure (SMILES): C=O.O
LUMO energy: 0.460 eV

Quick ranking, most stable first: 1, 2.

## 1
An isolated ion of composition C4H13N3 and charge -1. Source: the Open Molecules 2025 dataset; level of theory: ωB97M-V with the def2-TZVPD basis set.

Structure (ORCA input):
```
! wB97M-V def2-TZVPD RIJCOSX def2/J DEFGRID3
* xyz -1 2
C 0.49 0.32 0.93
N 0.30 -1.05 0.53
C -0.74 -1.84 1.08
N -1.54 -2.57 0.05
C 1.58 0.98 0.05
N 0.95 1.53 -1.16
C -0.37 1.72 -1.75
H -0.36 1.01 0.87
H 0.70 0.45 2.01
H 1.18 -1.54 0.63
H -1.45 -1.34 1.75
H -0.33 -2.61 1.74
H -1.71 -1.87 -0.66
H -2.42 -2.80 0.50
H 2.28 0.19 -0.22
H 1.95 1.83 0.61
H 1.51 2.36 -1.31
H -0.17 2.07 -2.75
H -0.98 2.40 -1.14
H -0.88 0.75 -1.74
*
```

Results
Orbital gap (alpha / beta): 0.0964 / 0.3204 Eh
HOMO (alpha / beta): 1.412 / -4.511 eV
LUMO energy (alpha / beta): 4.036 / 4.208 eV

## 2
A 2-piece molecular cluster, C4H13N3 overall. Source: the Open Molecules 2025 dataset; level of theory: ωB97M-V with the def2-TZVPD basis set.

Structure (ORCA input):
```
! wB97M-V def2-TZVPD RIJCOSX def2/J DEFGRID3
* xyz -1 2
C -1.55 -0.40 0.53
C -0.11 -0.45 1.09
C 0.68 0.85 0.85
N -0.03 1.99 1.40
N -2.35 0.59 1.18
C 1.08 -0.90 -2.23
N 1.95 -0.91 -1.09
H -1.97 -1.43 0.61
H -1.43 -0.23 -0.58
H 0.45 -1.28 0.69
H -0.24 -0.52 2.18
H 0.78 0.92 -0.24
H 1.70 0.72 1.23
H -1.05 1.80 1.36
H 0.18 2.84 0.88
H -3.34 0.41 1.06
H 0.32 -1.68 -2.11
H 1.57 -0.99 -3.21
H 0.52 0.04 -2.25
H 2.84 -1.36 -1.35
*
```

Results
Orbital gap (alpha / beta): 0.1748 / 0.1427 Eh
HOMO (alpha / beta): -1.252 / -1.228 eV
LUMO energy (alpha / beta): 3.505 / 2.655 eV

Quick ranking, most stable first: 1, 2.